(1)
A structure of composition C36H57AsBCsF6N8OS4SbSi2 at a distorted geometry, computed with ωB97M-V/def2-TZVPD.

Atoms and positions in Å:
Cs (-1.44718, 0.35254, -1.69112)
C (-4.17253, -3.34893, 0.97133)
C (-3.39711, -3.79757, 2.21153)
C (-3.53193, -2.78760, 3.34739)
C (-3.96349, -5.14101, 2.67156)
N (-1.96337, -3.95150, 1.86737)
C (-1.23090, -5.12956, 1.95161)
C (-0.00007, -4.86481, 1.48937)
N (0.05596, -3.53242, 1.12617)
B (1.24502, -3.04147, 0.31047)
N (1.94222, -1.68666, 0.99613)
C (2.88856, -2.13663, 2.07299)
C (4.19476, -1.93731, 1.54882)
N (4.00356, -0.85208, 0.57993)
C (2.76714, -0.75287, 0.13941)
S (2.04283, 0.14565, -1.04928)
C (5.14403, -0.11249, -0.02402)
C (6.43087, -0.44775, 0.72873)
C (5.30599, -0.55376, -1.48062)
C (4.90112, 1.39412, 0.09144)
N (1.07341, -3.02553, -1.22291)
C (2.23216, -2.96936, -1.98175)
C (1.90491, -3.06885, -3.27505)
N (0.52788, -3.23708, -3.34067)
C (0.01743, -3.24309, -2.06708)
S (-1.58903, -3.60030, -1.64657)
C (-0.21812, -3.45775, -4.61111)
C (0.73847, -3.27692, -5.78906)
C (-0.75497, -4.89061, -4.64150)
C (-1.33624, -2.42641, -4.75489)
C (-1.17070, -2.96517, 1.35816)
S (-1.58717, -1.36380, 1.07738)
H (-5.24190, -3.36679, 1.19340)
H (-3.96980, -4.02679, 0.14049)
H (-3.88865, -2.34475, 0.66375)
H (-4.58954, -2.64469, 3.58142)
H (-3.10389, -1.83045, 3.05304)
H (-3.01923, -3.15056, 4.24135)
H (-5.01920, -4.99680, 2.90259)
H (-3.47007, -5.50885, 3.57296)
H (-3.89242, -5.89683, 1.88786)
H (-1.64714, -6.05259, 2.30021)
H (0.84505, -5.51559, 1.35612)
H (2.15560, -3.80900, 0.50893)
H (2.64703, -3.08231, 2.54898)
H (5.00586, -1.79057, 2.24766)
H (6.63418, -1.51738, 0.71719)
H (6.39249, -0.10388, 1.76342)
H (7.24976, 0.07235, 0.22911)
H (5.53495, -1.62162, -1.51672)
H (6.13282, -0.00556, -1.93766)
H (4.40141, -0.35863, -2.05433)
H (4.70476, 1.66144, 1.13197)
H (4.04953, 1.70874, -0.50694)
H (5.79553, 1.92417, -0.24571)
H (3.19642, -2.82665, -1.52680)
H (2.52619, -2.99362, -4.14489)
H (1.54362, -4.01480, -5.78037)
H (1.15886, -2.27070, -5.82922)
H (0.16336, -3.43190, -6.70313)
H (0.07499, -5.60226, -4.62460)
H (-1.31978, -5.04093, -5.56485)
H (-1.40488, -5.07959, -3.79062)
H (-0.92385, -1.41812, -4.70546)
H (-2.09399, -2.54801, -3.98479)
H (-1.80133, -2.55849, -5.73451)
S (1.88212, 0.51594, -6.12065)
C (0.89603, 0.63230, -4.79608)
N (0.20401, 0.72039, -3.85814)
O (2.19908, -1.05666, 2.94807)
N (1.34643, -0.71793, 1.95591)
F (-3.33074, 1.65457, -0.68607)
Sb (-4.98970, 2.18156, -1.49108)
F (-4.85132, 3.86700, -0.63752)
F (-3.97816, 2.84182, -2.94984)
F (-6.60901, 2.70889, -2.31122)
F (-5.04058, 0.49241, -2.34461)
F (-5.92631, 1.47919, -0.01162)
C (2.94499, 5.88928, 2.27590)
Si (1.41779, 4.80130, 2.46577)
C (1.57495, 3.86786, 4.08466)
C (-0.12894, 5.87729, 2.50721)
As (1.39547, 3.12927, 0.80244)
Si (0.71164, 4.38748, -1.13153)
C (-1.11935, 4.16985, -1.41483)
C (1.76545, 3.72135, -2.51965)
C (1.07571, 6.22585, -0.94561)
H (3.09582, 6.47307, 3.18939)
H (2.85345, 6.58757, 1.44299)
H (3.83904, 5.28283, 2.11472)
H (1.43544, 4.54797, 4.93062)
H (2.55991, 3.40420, 4.17117)
H (0.82555, 3.07761, 4.15055)
H (-0.47246, 6.00186, 3.53737)
H (-0.94198, 5.41604, 1.94408)
H (0.06639, 6.86718, 2.08994)
H (-1.35192, 3.21797, -1.88765)
H (-1.50846, 4.95022, -2.07383)
H (-1.67553, 4.20384, -0.47630)
H (1.44959, 2.71823, -2.81622)
H (2.81540, 3.65869, -2.22142)
H (1.70112, 4.36475, -3.40191)
H (0.42139, 6.70403, -0.21706)
H (0.90791, 6.69959, -1.91808)
H (2.11237, 6.41495, -0.66080)
C (-0.31336, 2.59944, 1.43526)
C (-1.37092, 2.29257, 1.93209)
C (-2.59489, 1.94038, 2.59280)
C (-2.61446, 0.91219, 3.53672)
C (-3.79941, 0.58031, 4.17322)
C (-4.97125, 1.26315, 3.87407)
C (-4.95663, 2.28087, 2.93146)
C (-3.77520, 2.62348, 2.29682)
H (-1.70230, 0.36238, 3.73042)
H (-3.81223, -0.23438, 4.88675)
H (-5.90203, 0.97888, 4.34988)
H (-5.87516, 2.78414, 2.65793)
H (-3.76500, 3.38596, 1.52954)

## Properties
* expectation value of S²: 0.7561
* molecular weight: 1256.73 g mol⁻¹
* net charge: -2
* 2S+1: 2
* LUMO energy (spin up / spin down): 3.59 / 3.59 eV
* E: -7211.50168 Eh
* energy above the lowest of the compared OMol25 structures with the same formula, charge and spin: 367.7 kJ/mol
* HOMO-LUMO gap (spin up / spin down): 5.929 / 5.843 eV
* HOMO level (spin up / spin down): -2.34 / -2.25 eV


(2)
A structure of composition C6H12NO at a distorted geometry, computed with ωB97M-V/def2-TZVPD.

Atoms and positions in Å:
O (1.56074, -0.59298, 1.82329)
C (1.81832, 0.53326, 1.10762)
C (0.61975, 0.67819, -0.04355)
C (-0.72142, 0.58132, 0.85678)
C (-0.64635, -0.45976, -0.18584)
C (-0.28788, -1.86667, 0.21847)
C (-1.56080, -0.26203, -1.39913)
N (0.33577, 1.69452, -1.01625)
H (2.74005, 0.48466, 0.54767)
H (1.81721, 1.52428, 1.67354)
H (-1.24526, 1.56673, 0.77604)
H (-0.54397, 0.36721, 1.96157)
H (0.51085, -1.84103, 0.95672)
H (-0.00706, -2.40418, -0.67850)
H (-0.97142, 0.22535, -2.18503)
H (-2.42697, 0.36014, -1.20858)
H (-1.93071, -1.25389, -1.80734)
H (-1.16841, -2.43137, 0.65849)
H (1.11215, 0.57762, -0.97388)
H (0.99538, 2.51863, -1.08211)

## Properties
* molecular weight: 114.17 g mol⁻¹
* net charge: +1
* LUMO energy: -8.48 eV
* E: -365.17357 Eh
* energy above the lowest of the compared OMol25 structures with the same formula, charge and spin: 986.6 kJ/mol
* HOMO-LUMO gap: 4.877 eV
* HOMO level: -13.35 eV


Question: E of number 2 (C6H12NO)?
Answer: -365.17357 Eh


Question: What is the E in the second record?
Answer: -365.17357 Eh


Question: Among the records above, which one has the lowest E?
Answer: C36H57AsBCsF6N8OS4SbSi2


Question: Which of these has the lowest E?
Answer: C36H57AsBCsF6N8OS4SbSi2